ORCA calculation (wB97M-V/def2-TZVPD) on a 2-piece molecular cluster, C4H4 overall in a non-equilibrium geometry.

```
8
Properties=species:S:1:pos:R:3:forces:R:3
C 1.71311 0.36901 -0.05856 0.724 -0.953 -1.147
C 1.70432 1.54983 0.10465 0.309 -0.325 0.172
C -1.16499 -0.86510 0.10219 3.988 1.036 0.238
C -2.29660 -1.08415 -0.11408 -3.716 -0.566 -0.139
H 1.86618 -0.61099 -0.50051 -0.273 0.512 0.647
H 1.87986 2.56201 0.28646 -0.237 0.912 0.239
H -0.11105 -0.54679 0.17828 -1.587 -0.573 0.126
H -3.37000 -1.22178 -0.16946 0.792 -0.042 -0.136
```
Forces are in eV/Å.

Gap between HOMO and LUMO (eV): 11.76
Structure (SMILES): C#C.C#C
E_LUMO (eV): 1.15
Max |F| (eV Å⁻¹): 4.1

---

ORCA calculation (wB97M-V/def2-TZVPD) on one molecule with the formula C7H8N2O in a non-equilibrium geometry.

```
18
Properties=species:S:1:pos:R:3:forces:R:3
C -2.67872 -0.46065 1.10156 1.361 -1.911 1.320
C -1.55822 -1.32564 1.21335 -1.224 -0.539 0.473
C -2.49678 0.66237 0.39343 -0.496 1.429 -1.353
C -0.36402 -0.99689 0.63395 -0.128 1.075 -0.433
C -1.36229 0.90931 -0.41830 -0.114 -1.541 2.430
C -0.24164 0.16110 -0.18638 -1.723 -2.080 1.600
C 3.25316 0.17788 -0.78423 1.619 0.764 -2.624
N 2.05336 -0.14693 -0.11603 -2.900 1.494 -1.391
N 1.03255 0.43711 -0.71798 2.486 -0.453 0.059
O 1.08525 1.19917 -1.70861 -0.212 -0.177 0.485
H -3.56519 -0.72912 1.68992 0.261 0.517 -0.455
H -1.75193 -2.23110 1.81761 0.759 0.449 -0.470
H -3.28005 1.39346 0.47069 -0.266 0.362 -0.645
H 0.54689 -1.51345 0.75393 0.530 -0.954 0.363
H -1.35075 1.65530 -1.10220 0.076 2.469 -1.725
H 3.05647 0.66099 -1.85017 0.425 -0.915 2.278
H 3.78093 -0.79965 -1.00591 -0.064 1.262 0.764
H 3.84098 0.94672 -0.18462 -0.389 -1.251 -0.675
```
Forces are in eV/Å.

Gap between HOMO and LUMO (alpha / beta) (eV): 9.15 / 9.15
Structure (SMILES): C/N=[N+](\[O-])c1ccccc1
E_LUMO (alpha / beta) (eV): -0.22 / -0.22
Max |F| (eV Å⁻¹): 3.5

---

ORCA calculation (wB97M-V/def2-TZVPD) on a 2-piece molecular cluster, F3H3S2Si2 overall in a non-equilibrium geometry.

```
10
Properties=species:S:1:pos:R:3:forces:R:3
F -0.40090 2.48892 1.23435 0.679 -0.530 -0.096
F -1.26443 1.93613 -1.09580 0.966 0.554 -1.011
F -2.32037 0.92050 0.69723 1.167 -0.525 0.694
Si 0.32025 -0.67256 -0.16175 2.894 -0.901 0.472
Si -0.78929 1.30258 0.26557 -3.317 0.315 0.048
S 2.05562 -0.45559 -1.54131 -0.938 -0.065 0.713
S -0.82125 -2.44387 -0.69074 -0.825 2.027 1.312
H 2.17771 -0.65361 1.75974 -1.401 -0.073 -0.989
H 2.93724 -0.54110 -0.52239 -0.266 0.032 -0.254
H -1.89458 -1.88139 0.05510 1.042 -0.834 -0.888
```
Forces are in eV/Å.

Gap between HOMO and LUMO (alpha / beta) (eV): 8.45 / 7.04
E_LUMO (alpha / beta) (eV): -1.63 / -1.47
Max |F| (eV Å⁻¹): 3.3

---

ORCA calculation (wB97M-V/def2-TZVPD) on C24H20AsF6N6O10S3Tc as an isolated structure in a non-equilibrium geometry.

```
71
Properties=species:S:1:pos:R:3:forces:R:3
Tc 0.14453 0.39991 -0.37013 -0.696 0.098 -0.295
C 3.45366 1.55015 -0.43717 -0.007 0.151 -0.033
N 2.28674 2.39366 -0.43876 -0.328 -0.370 -0.069
C 1.93993 3.17610 -1.59015 0.083 -0.048 -0.025
C 0.45897 3.10936 -1.76986 -0.159 -0.081 0.207
N -0.35018 2.34351 -1.04791 -0.311 -0.157 -0.171
C -1.67913 2.69386 -1.44104 0.326 -0.079 0.248
C -2.92339 2.26559 -0.99065 0.070 -0.112 0.177
C -4.03390 2.79473 -1.60980 -0.111 0.006 0.000
C -3.92764 3.73513 -2.64382 -0.056 0.016 -0.030
C -2.69906 4.19718 -3.06573 0.031 0.157 -0.112
C -1.59040 3.65883 -2.42979 0.278 0.009 -0.101
N -0.22084 3.89472 -2.59784 -0.246 0.200 -0.202
C 3.16038 0.43139 0.49868 -0.219 -0.059 0.119
N 1.93171 0.08014 0.82879 -0.001 -0.464 0.201
C 2.06737 -0.99830 1.74112 -0.039 0.350 -0.160
C 1.12224 -1.77278 2.40078 -0.105 0.019 -0.031
C 1.58121 -2.77408 3.22849 -0.047 -0.051 0.051
C 2.95180 -3.00616 3.41207 0.063 -0.015 0.012
C 3.90046 -2.23805 2.76746 0.089 0.004 0.025
C 3.41966 -1.23786 1.93315 0.174 0.126 -0.149
N 4.07641 -0.30021 1.13229 0.199 -0.274 0.194
H 4.37078 2.05659 -0.12608 0.129 0.026 -0.019
H 3.61046 1.15272 -1.44222 -0.016 -0.022 -0.014
H 2.10734 2.85144 0.44367 0.062 0.059 -0.001
H 2.44671 2.79100 -2.47714 -0.011 -0.064 0.014
H 2.21718 4.22720 -1.48775 0.085 0.135 -0.094
H -3.02713 1.55787 -0.18269 -0.006 -0.066 -0.113
H -5.01404 2.46689 -1.28602 0.059 0.025 -0.039
H -4.82612 4.11064 -3.11771 0.044 -0.006 0.055
H -2.60413 4.94269 -3.84675 -0.016 -0.062 0.056
H 0.19217 4.54754 -3.24232 0.016 0.091 0.020
H 0.06499 -1.61631 2.27280 -0.175 0.021 -0.028
H 0.85801 -3.39504 3.74349 0.074 0.034 -0.018
H 3.27278 -3.80437 4.06979 -0.024 0.052 -0.031
H 4.96235 -2.40356 2.90500 -0.076 -0.016 -0.006
H 5.07265 -0.21559 1.01960 0.027 0.058 0.009
F -5.11368 0.33389 1.98659 -0.090 0.094 0.034
C -4.75980 -0.81882 2.52581 0.157 -0.180 0.013
F -5.46456 -1.80505 1.98478 -0.073 0.122 0.045
F -4.95511 -0.78646 3.83465 -0.094 -0.001 0.066
S -2.98049 -1.16926 2.16435 -0.014 0.161 -0.811
O -2.79014 -0.66252 0.81136 -0.093 -0.417 0.328
O -2.80565 -2.55762 2.42197 0.190 0.060 0.226
N -2.12763 -0.24553 3.15880 0.192 0.256 -0.384
S -1.69960 1.11974 2.51293 0.052 0.090 0.125
O -2.72797 2.06305 2.21742 0.277 -0.009 -0.079
O -0.62195 1.01951 1.46260 -0.176 -0.565 -0.338
C -0.63540 1.81497 3.84629 0.098 -0.252 -0.084
F -1.38679 2.31534 4.79926 -0.025 0.033 0.175
F 0.10194 2.78219 3.29536 -0.020 -0.007 0.187
F 0.16257 0.86756 4.32528 -0.008 0.244 -0.007
O -2.00609 -3.00414 -0.79031 0.153 0.256 0.387
As -2.23820 -1.53192 -1.70584 -1.104 -0.443 -0.920
O -3.81951 -1.29970 -1.95672 0.345 0.204 -0.136
O -1.37827 -0.01327 -1.45914 0.193 -0.093 1.088
C -1.20476 -2.11798 -3.23159 0.459 -0.001 0.288
C -1.87629 -2.48590 -4.38161 0.069 -0.026 0.058
C -1.16538 -3.02301 -5.45060 0.077 -0.002 -0.061
C 0.20797 -3.21622 -5.36712 -0.178 -0.064 -0.203
C 0.89994 -2.84957 -4.22552 0.061 0.055 0.195
C 0.18540 -2.29248 -3.17356 -0.405 0.055 0.124
S 1.12382 -1.68829 -1.82000 0.756 0.356 -0.261
O 2.41312 -2.28335 -1.81774 -0.010 -0.122 -0.009
O 0.37402 -1.74500 -0.52354 0.008 0.281 -0.104
O 1.20311 -0.15939 -2.02269 0.010 0.001 0.409
H -2.83477 -3.23058 -0.33379 0.156 0.214 0.017
H -2.95022 -2.36117 -4.41735 -0.045 -0.009 -0.068
H -1.69319 -3.29882 -6.35542 0.031 -0.023 0.048
H 0.74308 -3.65980 -6.19740 -0.022 0.037 0.038
H 1.97057 -2.99035 -4.13946 -0.089 0.004 -0.031
```
Forces are in eV/Å.

⟨S²⟩: 3.768
Gap between HOMO and LUMO (alpha / beta) (eV): 7.75 / 6.93
Charge: +1
Multiplicity: 4
E_LUMO (alpha / beta) (eV): -3.94 / -4.86
Max |F| (eV Å⁻¹): 1.5

---

ORCA calculation (wB97M-V/def2-TZVPD) on a 6-piece molecular cluster, C12H36O6 overall in a non-equilibrium geometry.

```
54
Properties=species:S:1:pos:R:3:forces:R:3
C -3.91400 2.61541 1.21622 0.101 -1.221 0.224
C -4.44724 3.26355 -0.02895 0.507 0.220 1.001
O -5.82622 2.97767 -0.22054 0.332 0.133 -0.410
H -2.87872 2.90056 1.40324 -0.015 0.099 0.089
H -3.93381 1.53382 1.08248 0.086 -0.147 0.100
H -4.52829 2.81138 2.09505 0.029 0.319 0.082
H -3.82964 2.90645 -0.85306 -0.542 0.160 -0.359
H -4.25384 4.31955 0.15968 -0.295 0.459 -0.757
H -6.27511 3.36091 0.53658 -0.174 -0.049 0.031
C 4.94331 1.24631 -2.10108 -0.366 0.338 -0.336
C 3.46173 1.26896 -1.72473 0.339 1.188 0.564
O 3.04839 0.32843 -0.75686 0.721 -0.195 -0.082
H 5.23808 0.43619 -2.76809 -0.114 -0.222 0.250
H 5.63845 1.33161 -1.26585 -0.244 -0.325 0.229
H 5.09184 2.16755 -2.66442 0.097 0.119 -0.222
H 2.81751 1.30939 -2.60305 0.059 -0.804 -0.246
H 3.24337 2.24285 -1.28658 0.330 0.504 0.147
H 2.14423 0.13857 -1.01771 -0.870 -0.710 -0.235
C -1.88642 -2.56088 -3.69588 0.269 0.246 0.656
C -0.40233 -2.97565 -3.63829 -0.185 -0.455 0.806
O 0.26640 -2.63371 -2.37500 -1.808 1.005 -1.669
H -1.98135 -1.50397 -3.94491 0.099 0.036 -0.314
H -2.45696 -2.63409 -2.77002 0.380 -0.408 0.260
H -2.43838 -3.15946 -4.42055 0.174 -0.015 -0.293
H 0.05352 -2.56514 -4.53928 0.537 0.400 0.310
H -0.24421 -4.05020 -3.73020 -0.467 -0.200 -0.066
H 0.95302 -3.28211 -2.20258 0.830 -0.803 0.198
C -1.57724 -0.44748 -0.67163 0.515 2.230 1.005
C -0.17324 0.25943 -0.48331 -2.622 -2.624 -0.420
O 0.45944 -0.10687 -1.68355 1.922 2.540 0.034
H -2.21933 -0.00891 0.09223 -0.442 -0.631 0.339
H -1.54552 -1.53699 -0.68018 0.064 0.235 -0.006
H -1.93275 0.00953 -1.59514 -0.189 -0.577 -0.280
H 0.29977 -0.14182 0.41299 0.370 0.147 0.039
H -0.36434 1.32405 -0.34854 0.520 0.097 -0.418
H 0.28553 -1.01860 -1.92872 0.007 -1.147 -0.003
C 2.10946 -2.43162 2.01062 1.542 1.018 -0.608
C 3.29165 -1.34622 2.11217 -1.518 -1.173 -0.286
O 2.75625 -0.01295 2.19981 0.908 -0.847 0.441
H 1.39319 -2.31965 2.82458 0.135 -0.045 0.036
H 2.52459 -3.43857 1.96801 0.124 -0.058 0.467
H 1.59622 -2.37450 1.05072 -0.153 0.421 -0.001
H 3.96521 -1.37469 1.25566 -0.255 -0.247 -0.209
H 3.91474 -1.60437 2.96845 -0.203 0.468 0.351
H 2.77401 0.32633 1.30194 0.083 0.210 -0.645
C -1.59879 0.33358 3.48395 0.281 -0.062 -0.544
C -0.11048 0.48269 3.82332 0.748 1.249 -2.408
O 0.59210 1.27108 2.74907 -2.129 0.128 1.518
H -2.21892 1.05644 4.01404 -0.023 -0.195 0.200
H -1.95379 -0.68863 3.61492 -0.070 0.044 0.473
H -1.77687 0.51614 2.42421 0.314 0.136 -0.112
H 0.45411 -0.44631 3.74395 -0.443 -0.282 0.924
H -0.01466 1.04789 4.75040 0.339 -0.445 0.214
H 1.46637 0.87705 2.70444 0.363 -0.261 -0.056
```
Forces are in eV/Å.

⟨S²⟩: 0.750
Gap between HOMO and LUMO (alpha / beta) (eV): 1.86 / 9.55
Charge: -1
Multiplicity: 2
E_LUMO (alpha / beta) (eV): 2.56 / 2.54
Max |F| (eV Å⁻¹): 3.7

---

ORCA calculation (wB97M-V/def2-TZVPD) on C19H21N3Na as an isolated structure.

```
44
Properties=species:S:1:pos:R:3:forces:R:3
Na -0.28444 -0.01192 0.26344 0.124 -0.032 -0.076
C -0.29602 -0.96864 3.90041 0.002 0.028 -0.034
C -1.15479 -0.47145 2.76428 -0.102 -0.019 0.004
C -1.30883 0.89518 2.51461 -0.115 -0.027 0.086
C -2.17365 1.36537 1.51975 -0.013 -0.045 0.074
C -2.35183 2.84429 1.29124 0.000 -0.032 0.003
C -2.87721 0.43059 0.75628 -0.030 -0.012 0.092
C -2.72979 -0.94534 0.95996 0.025 0.059 0.089
C -3.50807 -1.93644 0.13432 0.024 0.019 -0.005
C -1.85573 -1.37711 1.96144 -0.095 0.044 0.030
H 0.70537 -1.25298 3.56933 -0.020 0.003 -0.048
H -0.73824 -1.85351 4.35605 -0.020 0.018 0.009
H -0.18479 -0.20653 4.67029 -0.006 0.003 -0.011
H -0.79397 1.61062 3.14705 0.008 -0.003 -0.014
H -1.61314 3.23518 0.58824 0.024 -0.040 -0.014
H -2.23598 3.39973 2.22053 -0.019 -0.009 0.011
H -3.33613 3.06065 0.87948 -0.011 -0.006 0.015
H -3.59194 0.78318 0.02008 0.025 0.001 -0.014
H -2.94106 -2.26256 -0.74117 0.033 0.020 0.009
H -4.43987 -1.50144 -0.22437 -0.005 0.004 0.018
H -3.74440 -2.82840 0.71216 -0.010 0.011 0.018
H -1.76556 -2.43940 2.16106 0.013 0.004 -0.012
N 2.25844 0.04182 -2.27019 -0.171 -0.045 0.193
C 0.96480 0.00791 -2.79212 0.266 0.046 0.173
C 0.85459 -0.01673 -4.19099 0.034 0.007 -0.055
C -0.39214 -0.05030 -4.75959 -0.054 0.006 -0.114
C -1.52306 -0.06270 -3.94108 0.090 -0.004 -0.030
C -1.31591 -0.03331 -2.58719 0.149 0.035 0.091
N -0.09859 0.00790 -2.00053 -0.281 -0.077 -0.247
C 2.78023 0.02630 -0.97572 -0.173 0.035 -0.268
C 4.17840 -0.00163 -0.86240 0.058 0.007 -0.059
C 4.74471 0.00249 0.38565 0.124 0.009 0.086
C 3.92548 0.03281 1.51605 0.022 -0.007 -0.113
C 2.57190 0.05366 1.30489 -0.092 0.042 -0.118
N 1.98848 0.05109 0.08674 0.164 -0.011 0.252
H 2.96930 0.03434 -2.98045 0.039 -0.002 -0.039
H 1.74492 -0.00656 -4.80753 -0.025 -0.006 0.020
H -0.49131 -0.06471 -5.83722 -0.007 -0.011 0.016
H -2.52373 -0.09196 -4.34607 0.017 0.002 -0.014
H -2.16451 -0.03624 -1.91059 0.042 0.002 0.016
H 4.79648 -0.02200 -1.75167 -0.020 -0.001 0.030
H 5.82217 -0.01282 0.48709 -0.017 -0.009 0.005
H 4.32905 0.04284 2.51746 0.017 -0.003 -0.013
H 1.89374 0.08723 2.15218 -0.012 -0.003 -0.043
```
Forces are in eV/Å.

Gap between HOMO and LUMO (eV): 9.12
Charge: +1
E_LUMO (eV): -2.17
Max |F| (eV Å⁻¹): 0.4